Record 1
ORCA calculation (ωB97M-V/def2-TZVPD) on a 2-piece molecular cluster, C5H13FNO2P overall.

The geometry in XYZ format:
```
23
Properties=species:S:1:pos:R:3
C -0.582 1.861 0.342
C 2.342 1.480 -0.656
C -2.200 -1.396 0.067
C -1.052 -1.278 1.089
C 0.173 0.669 0.671
N -1.930 -1.634 -1.362
O 2.142 -0.989 0.616
O 0.999 -0.611 -1.712
F -1.413 -1.167 2.358
P 1.346 0.043 -0.423
H 0.163 2.517 -0.195
H -1.010 2.471 1.141
H -1.424 1.652 -0.409
H 2.300 2.097 -1.569
H 2.284 2.145 0.205
H 3.379 1.236 -0.643
H -2.805 -2.143 0.478
H -2.895 -0.595 0.349
H -0.216 -2.070 0.990
H 0.557 0.553 1.656
H -1.305 -2.419 -1.293
H 2.717 -1.571 0.046
H -1.568 -0.854 -1.746
```

Computed properties:
Energy relative to the best compared isomer or geometry (same formula, charge and spin), kcal per mole: 53.61
Net charge: 0
E, hartree: -844.70763
HOMO energy, hartree: -0.316
Lowest unoccupied orbital energy, eV: 0.684
2S+1: 1

---

Record 2
ORCA calculation (ωB97M-V/def2-TZVPD) on C16H18BrNSc as an isolated structure.

The geometry in XYZ format:
```
37
Properties=species:S:1:pos:R:3
C -1.347 -0.887 -1.709
C -1.331 -1.387 -0.376
C -1.598 -0.288 0.504
H -1.194 -2.429 -0.067
C -1.730 0.882 -0.293
C -1.603 0.516 -1.654
H -1.782 1.174 -2.492
H -1.278 -1.488 -2.615
H -1.763 -0.340 1.581
H -1.995 1.889 0.067
Sc 0.567 -0.007 -0.953
Br 2.303 -1.650 -1.282
C 2.105 0.808 -3.397
C 0.948 1.575 -3.636
C -0.043 0.719 -4.180
H 0.865 2.660 -3.548
C 0.481 -0.587 -4.265
C 1.843 -0.516 -3.881
H 2.573 -1.312 -4.048
H 3.054 1.170 -3.000
H -1.007 1.027 -4.589
H -0.028 -1.477 -4.657
C 0.829 1.907 2.211
C 1.187 0.490 2.466
C 1.641 -0.030 3.700
C 1.818 -1.409 3.516
C 1.454 -1.696 2.173
C 1.467 -3.038 1.582
N 1.125 -0.522 1.530
H 1.407 2.585 2.866
H -0.260 2.076 2.356
H 1.062 2.193 1.186
H 1.821 0.564 4.575
H 2.123 -2.168 4.214
H 2.512 -3.330 1.422
H 1.033 -3.766 2.290
H 0.969 -3.061 0.596
```

Computed properties:
Energy relative to the best compared isomer or geometry (same formula, charge and spin), kcal per mole: 0.00
Net charge: -1
E, hartree: -4010.04177
HOMO energy, hartree: -0.128
Lowest unoccupied orbital energy, eV: 2.703
2S+1: 1

---

Record 3
ORCA calculation (ωB97M-V/def2-TZVPD) on C3H5O5Sr as an isolated structure.

The geometry in XYZ format:
```
14
Properties=species:S:1:pos:R:3
O -1.750 -2.143 0.996
C -1.543 -0.853 0.691
C -2.157 -0.157 -0.520
O -1.702 1.155 -0.609
H 3.205 0.396 -1.625
H -1.064 -0.270 1.486
H -2.676 -2.269 0.635
H -3.262 -0.193 -0.421
H -1.906 -0.754 -1.421
Sr 0.405 1.518 -0.169
O 2.298 1.389 1.071
C 3.185 0.867 0.324
O 4.383 0.763 0.463
O 2.583 0.549 -0.901
```

Computed properties:
Net charge: 0
Expectation value of S²: 0.753
E, hartree: -524.22365
HOMO energy (alpha / beta), hartree: -0.269 / -0.335
Lowest unoccupied orbital energy (alpha / beta), eV: -0.690 / -0.736
2S+1: 2

---

Record 4
ORCA calculation (ωB97M-V/def2-TZVPD) on C22H36HfN7OS2Te as an isolated structure.

The geometry in XYZ format:
```
70
Properties=species:S:1:pos:R:3
Hf 0.114 0.536 0.933
O 2.148 3.796 2.245
C 1.879 2.657 1.984
N 0.650 2.031 2.215
C -0.391 2.876 2.808
C -1.671 2.774 2.024
C -2.625 3.780 2.055
C -3.802 3.601 1.350
C -3.990 2.429 0.619
C -2.980 1.498 0.591
N -1.831 1.661 1.283
C 2.873 1.737 1.321
C 4.194 2.105 1.178
C 5.064 1.211 0.566
C 4.574 -0.005 0.108
C 3.230 -0.291 0.265
N 2.387 0.562 0.873
H -0.034 3.909 2.859
H -0.591 2.560 3.837
H -2.445 4.677 2.630
H -4.568 4.363 1.362
H -4.901 2.253 0.066
H -3.065 0.587 0.008
H 4.513 3.070 1.548
H 6.110 1.459 0.446
H 5.221 -0.726 -0.371
H 2.802 -1.217 -0.100
C -0.794 0.087 5.024
Te -0.542 -1.164 3.333
C -2.604 -1.501 2.947
H -1.064 -0.565 5.850
H -1.584 0.808 4.835
H 0.152 0.581 5.229
H -3.127 -0.552 3.026
H -2.969 -2.212 3.683
H -2.695 -1.918 1.947
C -0.918 -4.621 -1.175
N 0.139 -4.480 -0.173
C 0.553 -3.349 0.367
S -0.168 -1.864 -0.206
N 1.510 -3.373 1.288
C 2.151 -4.590 1.782
H -1.061 -5.683 -1.347
H -0.626 -4.140 -2.106
H -1.847 -4.192 -0.806
H 0.595 -5.332 0.123
H 1.820 -2.488 1.650
H 1.408 -5.270 2.203
H 2.842 -4.312 2.572
H 2.712 -5.087 0.989
C -1.829 -0.110 -4.557
N -1.447 0.823 -3.491
C -2.525 1.715 -3.069
C -0.233 0.808 -2.964
S 0.078 1.573 -1.400
N 0.783 0.314 -3.658
C 0.861 0.479 -5.120
C 2.038 -0.077 -3.027
H -2.843 -0.444 -4.345
H -1.160 -0.967 -4.549
H -1.815 0.365 -5.537
H -2.904 2.230 -3.951
H -2.159 2.446 -2.357
H -3.333 1.126 -2.635
H 0.116 1.196 -5.452
H 0.731 -0.469 -5.639
H 1.848 0.880 -5.346
H 1.841 -0.462 -2.031
H 2.727 0.767 -2.981
H 2.479 -0.868 -3.631
```

Computed properties:
Energy relative to the best compared isomer or geometry (same formula, charge and spin), kcal per mole: 0.00
Net charge: +3
E, hartree: -2430.12038
HOMO energy, hartree: -0.629
Lowest unoccupied orbital energy, eV: -9.010
2S+1: 1

---

Record 5
ORCA calculation (ωB97M-V/def2-TZVPD) on C7H9N3O2S2 as an isolated structure.

The geometry in XYZ format:
```
23
Properties=species:S:1:pos:R:3
C 0.473 2.512 -2.040
C -0.671 2.094 -2.706
C 1.023 1.858 -0.923
C -1.050 0.721 -2.533
C 0.612 0.582 -0.581
C -0.351 0.011 -1.445
C -0.184 -1.737 0.466
N 1.270 -0.264 0.294
N 0.160 -2.878 1.136
N -0.509 -0.537 2.890
O -1.604 0.395 0.889
O -2.487 -1.692 1.834
S -0.736 -1.659 -1.134
S -1.399 -0.857 1.488
H 0.653 3.583 -2.099
H -1.018 2.717 -3.596
H 1.801 2.363 -0.343
H -1.940 0.227 -3.021
H 1.400 0.068 1.332
H 0.862 -3.429 0.683
H 0.325 -2.596 2.019
H -0.321 0.407 3.128
H -0.738 -1.139 3.656
```

Computed properties:
Energy relative to the best compared isomer or geometry (same formula, charge and spin), kcal per mole: 86.81
Net charge: 0
E, hartree: -1383.14742
HOMO energy, hartree: -0.282
Lowest unoccupied orbital energy, eV: 0.286
2S+1: 1

---

Record 6
ORCA calculation (ωB97M-V/def2-TZVPD) on C7H9N5 in the gas phase.

The geometry in XYZ format:
```
21
Properties=species:S:1:pos:R:3
C -0.212 -0.723 0.327
C -0.711 -1.268 -1.779
C -2.045 -2.702 -3.490
C -2.502 -2.628 -2.155
C 0.063 1.514 1.592
C 1.592 0.763 -0.223
C 0.712 0.269 0.897
N -1.146 -1.379 0.782
N -2.038 -2.039 0.077
N -0.372 -1.243 -3.030
N -0.896 -2.111 -3.892
N -1.753 -1.982 -1.242
H -2.568 -3.122 -4.303
H -3.354 -3.232 -1.849
H 0.892 2.078 2.205
H -0.796 1.112 2.136
H -0.321 2.305 0.797
H 2.197 -0.182 -0.480
H 2.408 1.392 0.082
H 1.114 1.161 -1.015
H 1.159 -0.196 1.801
```

Computed properties:
Energy relative to the best compared isomer or geometry (same formula, charge and spin), kcal per mole: 166.48
Net charge: 0
E, hartree: -545.66471
HOMO energy (alpha / beta), hartree: -0.307 / -0.307
Lowest unoccupied orbital energy (alpha / beta), eV: -0.763 / -0.762
2S+1: 1

---

What did the fourth record say?
ORCA calculation (ωB97M-V/def2-TZVPD) on C22H36HfN7OS2Te as an isolated structure.

The geometry in XYZ format:
```
70
Properties=species:S:1:pos:R:3
Hf 0.114 0.536 0.933
O 2.148 3.796 2.245
C 1.879 2.657 1.984
N 0.650 2.031 2.215
C -0.391 2.876 2.808
C -1.671 2.774 2.024
C -2.625 3.780 2.055
C -3.802 3.601 1.350
C -3.990 2.429 0.619
C -2.980 1.498 0.591
N -1.831 1.661 1.283
C 2.873 1.737 1.321
C 4.194 2.105 1.178
C 5.064 1.211 0.566
C 4.574 -0.005 0.108
C 3.230 -0.291 0.265
N 2.387 0.562 0.873
H -0.034 3.909 2.859
H -0.591 2.560 3.837
H -2.445 4.677 2.630
H -4.568 4.363 1.362
H -4.901 2.253 0.066
H -3.065 0.587 0.008
H 4.513 3.070 1.548
H 6.110 1.459 0.446
H 5.221 -0.726 -0.371
H 2.802 -1.217 -0.100
C -0.794 0.087 5.024
Te -0.542 -1.164 3.333
C -2.604 -1.501 2.947
H -1.064 -0.565 5.850
H -1.584 0.808 4.835
H 0.152 0.581 5.229
H -3.127 -0.552 3.026
H -2.969 -2.212 3.683
H -2.695 -1.918 1.947
C -0.918 -4.621 -1.175
N 0.139 -4.480 -0.173
C 0.553 -3.349 0.367
S -0.168 -1.864 -0.206
N 1.510 -3.373 1.288
C 2.151 -4.590 1.782
H -1.061 -5.683 -1.347
H -0.626 -4.140 -2.106
H -1.847 -4.192 -0.806
H 0.595 -5.332 0.123
H 1.820 -2.488 1.650
H 1.408 -5.270 2.203
H 2.842 -4.312 2.572
H 2.712 -5.087 0.989
C -1.829 -0.110 -4.557
N -1.447 0.823 -3.491
C -2.525 1.715 -3.069
C -0.233 0.808 -2.964
S 0.078 1.573 -1.400
N 0.783 0.314 -3.658
C 0.861 0.479 -5.120
C 2.038 -0.077 -3.027
H -2.843 -0.444 -4.345
H -1.160 -0.967 -4.549
H -1.815 0.365 -5.537
H -2.904 2.230 -3.951
H -2.159 2.446 -2.357
H -3.333 1.126 -2.635
H 0.116 1.196 -5.452
H 0.731 -0.469 -5.639
H 1.848 0.880 -5.346
H 1.841 -0.462 -2.031
H 2.727 0.767 -2.981
H 2.479 -0.868 -3.631
```

Computed properties:
Energy relative to the best compared isomer or geometry (same formula, charge and spin), kcal per mole: 0.00
Net charge: +3
E, hartree: -2430.12038
HOMO energy, hartree: -0.629
Lowest unoccupied orbital energy, eV: -9.010
2S+1: 1

---

> Number 3 is which compound?

C3H5O5Sr

---

Repeat the first record exactly.
ORCA calculation (ωB97M-V/def2-TZVPD) on a 2-piece molecular cluster, C5H13FNO2P overall.

The geometry in XYZ format:
```
23
Properties=species:S:1:pos:R:3
C -0.582 1.861 0.342
C 2.342 1.480 -0.656
C -2.200 -1.396 0.067
C -1.052 -1.278 1.089
C 0.173 0.669 0.671
N -1.930 -1.634 -1.362
O 2.142 -0.989 0.616
O 0.999 -0.611 -1.712
F -1.413 -1.167 2.358
P 1.346 0.043 -0.423
H 0.163 2.517 -0.195
H -1.010 2.471 1.141
H -1.424 1.652 -0.409
H 2.300 2.097 -1.569
H 2.284 2.145 0.205
H 3.379 1.236 -0.643
H -2.805 -2.143 0.478
H -2.895 -0.595 0.349
H -0.216 -2.070 0.990
H 0.557 0.553 1.656
H -1.305 -2.419 -1.293
H 2.717 -1.571 0.046
H -1.568 -0.854 -1.746
```

Computed properties:
Energy relative to the best compared isomer or geometry (same formula, charge and spin), kcal per mole: 53.61
Net charge: 0
E, hartree: -844.70763
HOMO energy, hartree: -0.316
Lowest unoccupied orbital energy, eV: 0.684
2S+1: 1

---

> Among the records above, which one has the lowest net charge?

C16H18BrNSc